# C39H33FFeN2O4P

A structure of composition C39H33FFeN2O4P (wB97M-V/def2-TZVPD, the OMol25 dataset).

Structure (XYZ):
```
81
C39H33FFeN2O4P | the OMol25 dataset | wB97M-V/def2-TZVPD
Fe 0.419 1.123 1.411
C 0.806 2.887 3.216
C 1.668 3.495 2.302
C 2.876 2.883 1.970
C 3.221 1.662 2.534
C 2.357 1.041 3.430
C 1.150 1.651 3.779
H -0.097 3.390 3.529
H 1.405 4.448 1.870
H 3.543 3.364 1.268
H 4.153 1.181 2.270
H 2.620 0.085 3.859
H 0.528 1.205 4.544
O -0.760 3.548 0.341
N -1.218 2.479 1.118
C -2.277 2.779 1.773
C -3.011 1.898 2.671
C -4.081 2.499 3.337
C -4.846 1.783 4.246
C -4.542 0.459 4.502
C -3.496 -0.162 3.826
C -2.734 0.538 2.899
P -1.561 -0.343 1.838
C -2.488 -0.714 0.336
C -3.683 -1.430 0.446
C -4.388 -1.767 -0.696
C -3.913 -1.389 -1.946
C -2.736 -0.665 -2.057
C -2.023 -0.328 -0.916
C -1.069 -1.870 2.642
C -1.052 -3.075 1.948
C -0.550 -4.213 2.560
C -0.063 -4.151 3.856
C -0.076 -2.948 4.552
C -0.570 -1.809 3.945
H -0.159 3.126 -0.296
H -2.656 3.792 1.664
H -4.306 3.540 3.151
H -5.669 2.265 4.755
H -5.127 -0.107 5.214
H -3.282 -1.205 4.017
H -4.063 -1.727 1.415
H -5.313 -2.320 -0.612
H -4.472 -1.653 -2.834
H -2.375 -0.354 -3.027
H -1.121 0.265 -1.000
H -1.426 -3.130 0.934
H -0.540 -5.151 2.024
H 0.327 -5.041 4.329
H 0.299 -2.903 5.565
H -0.580 -0.873 4.491
C 4.265 -2.559 -3.820
C 3.053 -1.832 -4.380
C 3.411 -1.026 -5.615
C 2.189 -0.309 -6.152
C 1.645 0.603 -5.097
C 1.018 1.779 -5.424
C 0.529 2.622 -4.424
F -0.059 3.758 -4.790
C 0.643 2.316 -3.099
C 1.267 1.112 -2.730
C 1.340 0.729 -1.342
O 0.854 1.534 -0.448
C 1.939 -0.501 -1.047
C 2.476 -1.255 -2.081
N 2.432 -0.914 -3.355
C 1.787 0.264 -3.729
C 2.054 -1.100 0.326
O 2.759 -2.049 0.546
O 1.310 -0.525 1.246
H 4.757 -3.072 -4.644
H 4.018 -3.318 -3.081
H 4.978 -1.858 -3.387
H 2.271 -2.553 -4.637
H 3.822 -1.708 -6.359
H 4.196 -0.307 -5.362
H 1.422 -1.041 -6.426
H 2.421 0.260 -7.051
H 0.905 2.074 -6.458
H 0.279 3.000 -2.352
H 2.971 -2.179 -1.822
```

Computed properties:
multiplicity	6
HOMO-LUMO gap (spin up / spin down)	8.02 / 6.74	eV
energy above the lowest of the compared OMol25 structures with the same formula, charge and spin	0.5	kcal/mol
LUMO level (spin up / spin down)	-0.212 / -0.267	hartree
total charge	+2